Entry one
Below is a molecular structure, C16H24N4O7P2STi, with properties calculated with the ωB97M-V functional and the def2-TZVPD basis.

Charge ... -2
E_LUMO ... 4.4 eV
Frontier orbital gap ... 5.19 eV

Last column: natural (NBO) charge in e.
CARTESIAN COORDINATES (ANGSTROEM)
Ti: -0.05 -0.69 1.77  1.722
O: 1.93 1.06 4.54  -0.991
P: 0.49 0.31 4.61  2.559
O: -0.31 0.94 5.70  -1.184
O: -0.15 0.58 3.18  -1.093
O: 0.80 -1.19 4.73  -1.171
P: 2.11 -2.23 3.49  1.511
O: -0.93 -2.22 2.34  -1.028
O: 3.47 -2.01 4.08  -1.165
O: 1.83 -1.27 2.27  -1.184
H: 1.77 1.95 4.88  0.478
H: -0.65 -2.35 3.27  0.492
N: 1.55 -3.75 -0.82  -0.556
C: 1.03 -3.07 0.23  0.293
N: 0.64 -1.87 -0.09  -0.475
C: 0.93 -1.72 -1.43  0.083
C: 0.74 -0.64 -2.29  -0.118
C: 1.14 -0.79 -3.60  -0.260
C: 1.72 -1.98 -4.07  -0.230
C: 1.91 -3.06 -3.24  -0.278
C: 1.51 -2.90 -1.92  0.160
H: 1.97 -4.66 -0.77  0.409
H: 0.97 -3.47 1.23  0.253
H: 0.31 0.28 -1.93  0.239
H: 1.01 0.05 -4.29  0.201
H: 2.02 -2.05 -5.11  0.194
H: 2.36 -3.97 -3.60  0.198
C: 2.79 4.25 -0.98  -0.398
N: 1.47 3.67 -0.94  -0.392
C: 0.29 4.24 -1.40  -0.126
C: -0.68 3.33 -1.16  -0.073
N: -0.11 2.23 -0.58  -0.597
C: 1.21 2.42 -0.43  0.239
S: 2.32 1.35 0.24  -0.270
H: 2.70 5.33 -1.16  0.184
H: 3.39 3.80 -1.77  0.197
H: 3.29 4.07 -0.03  0.236
H: 0.25 5.23 -1.82  0.196
H: -1.74 3.38 -1.34  0.215
H: -0.60 1.31 -0.13  0.441
C: -2.48 -1.52 -0.81  -0.608
C: -2.69 -0.23 -0.02  -0.041
C: -3.19 0.85 -1.00  -0.610
C: -3.80 -0.49 1.01  -0.610
C: -1.43 0.22 0.72  -1.013
H: -3.42 -1.85 -1.26  0.172
H: -2.12 -2.31 -0.14  0.225
H: -1.75 -1.38 -1.61  0.198
H: -4.12 0.56 -1.50  0.175
H: -2.44 1.04 -1.78  0.193
H: -3.37 1.79 -0.47  0.193
H: -4.74 -0.81 0.52  0.163
H: -4.01 0.42 1.58  0.196
H: -3.47 -1.26 1.70  0.231
H: -1.69 1.05 1.39  0.225



Entry two
Below is a molecular structure, C16H24N4O7P2STi, with properties calculated with the ωB97M-V functional and the def2-TZVPD basis.

Charge ... -2
E_LUMO ... 4.5 eV
Frontier orbital gap ... 5.98 eV

Last column: natural (NBO) charge in e.
CARTESIAN COORDINATES (ANGSTROEM)
Ti: 0.99 1.22 -0.75  1.734
O: 3.30 3.64 1.19  -0.987
P: 3.46 3.00 -0.29  2.566
O: 4.90 2.81 -0.60  -1.168
O: 2.70 1.61 -0.18  -1.067
O: 2.62 3.89 -1.22  -1.163
P: 0.65 4.33 -1.03  1.522
O: 1.14 1.54 -2.54  -1.016
O: 0.62 5.50 -0.10  -1.154
O: 0.31 2.96 -0.26  -1.134
H: 4.04 3.34 1.72  0.482
H: 1.64 2.35 -2.71  0.503
N: -3.18 1.80 -1.94  -0.559
C: -1.82 1.88 -1.83  0.278
N: -1.32 0.95 -1.06  -0.467
C: -2.41 0.20 -0.62  0.075
C: -2.47 -0.89 0.24  -0.122
C: -3.71 -1.43 0.50  -0.260
C: -4.89 -0.89 -0.05  -0.227
C: -4.84 0.20 -0.90  -0.285
C: -3.59 0.73 -1.16  0.158
H: -3.76 2.46 -2.42  0.408
H: -1.24 2.64 -2.31  0.241
H: -1.58 -1.30 0.70  0.269
H: -3.78 -2.27 1.18  0.205
H: -5.84 -1.34 0.19  0.193
H: -5.74 0.62 -1.33  0.196
C: 1.08 0.73 4.86  -0.398
N: 0.64 -0.45 4.16  -0.385
C: 0.57 -1.73 4.68  -0.165
C: 0.10 -2.50 3.66  -0.101
N: -0.14 -1.74 2.54  -0.566
C: 0.19 -0.49 2.86  0.229
S: 0.09 0.97 1.94  -0.330
H: 1.63 0.43 5.75  0.177
H: 0.23 1.36 5.15  0.196
H: 1.71 1.32 4.20  0.242
H: 0.88 -1.96 5.69  0.188
H: -0.08 -3.57 3.66  0.178
H: 0.43 -1.30 0.11  0.232
C: -0.21 -1.59 -2.77  -0.609
C: 1.03 -1.84 -1.91  -0.052
C: 1.00 -3.30 -1.44  -0.599
C: 2.27 -1.63 -2.77  -0.607
C: 1.08 -0.92 -0.67  -0.857
H: -0.22 -2.28 -3.62  0.175
H: -0.21 -0.57 -3.15  0.227
H: -1.13 -1.75 -2.20  0.202
H: 0.99 -4.00 -2.29  0.172
H: 0.12 -3.49 -0.83  0.205
H: 1.88 -3.52 -0.83  0.200
H: 2.26 -2.29 -3.65  0.173
H: 3.18 -1.84 -2.20  0.198
H: 2.32 -0.59 -3.12  0.235
H: 2.10 -0.99 -0.25  0.216



Most stable one: entry two, least stable one: entry one.



Entry one
Below is 4 unconnected molecules or ions with the total composition C8H16Br8, with properties calculated with the ωB97M-V functional and the def2-TZVPD basis.

E_LUMO ... 0.4 eV
Frontier orbital gap ... 10.42 eV
SMILES ... BrCCBr.BrCCBr.BrCCBr.BrCCBr

Last column: natural (NBO) charge in e.
CARTESIAN COORDINATES (ANGSTROEM)
Br: 3.97 2.63 4.82  -0.004
C: 2.15 2.65 4.19  -0.459
C: 1.22 2.37 5.34  -0.434
Br: -0.62 2.57 4.73  -0.013
H: 2.04 1.91 3.40  0.233
H: 1.94 3.63 3.76  0.228
H: 1.36 3.07 6.16  0.227
H: 1.30 1.34 5.68  0.227
Br: -2.22 -3.72 -2.15  -0.015
C: -2.32 -5.11 -0.80  -0.447
C: -2.07 -6.44 -1.47  -0.462
Br: -2.39 -7.88 -0.23  0.007
H: -3.27 -5.06 -0.28  0.231
H: -1.54 -4.87 -0.09  0.232
H: -1.05 -6.51 -1.83  0.225
H: -2.71 -6.56 -2.34  0.227
Br: -1.21 -2.31 1.39  -0.002
C: 0.14 -1.47 0.30  -0.460
C: -0.21 -0.07 -0.09  -0.459
Br: -0.08 1.15 1.41  -0.010
H: 0.25 -2.08 -0.60  0.233
H: 1.08 -1.54 0.84  0.229
H: -1.20 0.02 -0.52  0.233
H: 0.52 0.30 -0.80  0.232
Br: 1.58 5.84 -4.82  -0.006
C: 1.32 4.23 -3.76  -0.445
C: -0.08 3.75 -3.94  -0.449
Br: -0.39 2.16 -2.88  -0.014
H: 1.53 4.48 -2.73  0.229
H: 2.08 3.53 -4.10  0.228
H: -0.33 3.49 -4.97  0.229
H: -0.79 4.51 -3.64  0.230



Entry two
Below is 4 unconnected molecules or ions with the total composition C8H16Br8, with properties calculated with the ωB97M-V functional and the def2-TZVPD basis.

E_LUMO ... 0.4 eV
Frontier orbital gap ... 10.39 eV
SMILES ... BrCCBr.BrCCBr.BrCCBr.BrCCBr

Last column: natural (NBO) charge in e.
CARTESIAN COORDINATES (ANGSTROEM)
Br: 1.90 0.48 1.12  -0.037
C: 1.09 -1.01 0.09  -0.422
C: -0.28 -1.24 0.66  -0.437
Br: -1.21 -2.56 -0.48  -0.024
H: 1.77 -1.86 0.03  0.234
H: 1.03 -0.66 -0.94  0.219
H: -0.91 -0.36 0.67  0.245
H: -0.21 -1.72 1.63  0.226
Br: -3.69 -5.38 0.96  -0.014
C: -1.86 -6.04 0.88  -0.451
C: -1.79 -7.23 -0.06  -0.454
Br: -2.06 -6.69 -1.90  0.002
H: -1.51 -6.22 1.90  0.230
H: -1.23 -5.25 0.48  0.231
H: -2.50 -8.00 0.22  0.227
H: -0.79 -7.67 0.00  0.226
Br: -1.37 2.50 -0.19  -0.012
C: 0.01 2.39 -1.58  -0.450
C: -0.19 3.53 -2.57  -0.447
Br: -1.82 3.13 -3.61  -0.019
H: 0.08 1.41 -2.04  0.224
H: 0.97 2.53 -1.08  0.226
H: 0.63 3.73 -3.25  0.235
H: -0.29 4.45 -1.99  0.233
Br: 2.22 5.31 -0.83  -0.005
C: 2.30 4.41 0.89  -0.456
C: 1.25 4.96 1.84  -0.451
Br: 1.50 4.25 3.64  -0.002
H: 3.25 4.67 1.36  0.229
H: 2.23 3.34 0.75  0.231
H: 0.23 4.77 1.51  0.232
H: 1.25 6.05 1.91  0.228



Most stable one: entry one, least stable one: entry two.



Entry one
Below is 2 unconnected molecules or ions with the total composition C3H3I, with properties calculated with the ωB97M-V functional and the def2-TZVPD basis.

E_LUMO (spin up / spin down) ... -1.0 / -3.2 eV
Frontier orbital gap (spin up / spin down) ... 9.21 / 5.52 eV

Last column: natural (NBO) charge in e.
CARTESIAN COORDINATES (ANGSTROEM)
C: 0.07 -0.31 2.03  -0.159
C: -0.13 0.15 0.87  -0.073
C: -0.13 0.62 -0.45  -0.371
I: 0.26 -1.82 -3.68  -0.019
H: 0.04 -0.71 2.93  0.211
H: 0.84 1.03 -0.83  0.213
H: -0.95 1.05 -0.87  0.198



Entry two
Below is 2 unconnected molecules or ions with the total composition C3H3I, with properties calculated with the ωB97M-V functional and the def2-TZVPD basis.

E_LUMO (spin up / spin down) ... -0.3 / -0.4 eV
Frontier orbital gap (spin up / spin down) ... 7.33 / 9.07 eV

Last column: natural (NBO) charge in e.
CARTESIAN COORDINATES (ANGSTROEM)
C: 0.29 -0.16 0.87  -0.164
C: 0.49 0.92 0.09  -0.173
C: -0.44 -0.09 -0.39  -0.219
I: -2.52 -0.05 -0.48  0.133
H: 0.75 -0.62 1.65  0.228
H: 0.99 1.80 0.18  0.229
H: 0.44 -1.81 -1.92  -0.033



Most stable one: entry one, least stable one: entry two.